18
Properties=species:S:1:pos:R:3 method="wB97M-V/def2-TZVPD" e_tot_ev=-16579.0257 de_lowest_kcal_mol=105.6
C 0.676 -0.122 0.266
H 0.744 -0.549 -2.011
H -1.063 0.298 1.718
H -0.526 -1.152 1.874
O -0.863 -1.403 -1.015
H -0.023 1.715 -1.876
O -3.313 2.411 0.022
C -1.823 0.931 -0.950
C -0.560 -0.444 1.096
O -3.643 -2.127 0.386
C 0.169 -0.425 -1.149
C -1.626 -0.860 0.009
C -3.038 1.276 -0.252
H 1.411 -0.707 0.673
C -0.601 0.953 -1.411
O -3.737 0.143 0.263
C -3.080 -1.105 0.198
H 1.076 0.829 0.482

***

20
Properties=species:S:1:pos:R:3 method="wB97M-V/def2-TZVPD" total_charge=+1 e_tot_ev=-8362.1514 de_lowest_kcal_mol=199.7
H -0.076 2.780 -0.038
H 1.501 1.071 -0.061
C 0.798 -1.146 0.991
H 1.217 0.708 1.857
H -2.353 0.376 0.613
C 0.536 0.789 -0.507
H -1.846 -0.597 -0.763
C -1.661 -0.401 0.291
H 0.465 -2.134 1.327
N 0.269 -1.308 -1.937
H 1.136 -1.832 -2.082
C 0.321 0.087 1.867
H -1.878 -1.323 0.847
H -0.130 2.416 -1.676
C -0.223 -0.014 0.506
H -0.355 -1.486 -2.726
N -0.112 2.044 -0.727
H 0.572 -0.234 -1.493
H 0.058 0.033 2.912
H 1.866 -1.111 1.132

***

82
Properties=species:S:1:pos:R:3 method="wB97M-V/def2-TZVPD" total_charge=+2 e_tot_ev=-232867.0297 de_lowest_kcal_mol=1.9
H 3.239 2.316 -2.610
C -0.192 -0.468 2.724
C -4.690 3.783 -3.256
C -4.706 3.920 -1.876
C 5.309 -1.933 1.706
C -3.257 1.921 -2.991
C 0.862 1.332 1.964
C -3.956 3.126 0.394
C 0.800 -0.416 3.640
H 3.246 -1.812 2.313
S 1.840 0.922 3.324
N 1.428 -0.987 -1.010
H 0.483 -1.287 -1.251
C 3.943 -1.861 1.487
C -0.731 -5.052 -0.281
H -2.667 1.110 -3.402
H 3.939 -2.017 -1.908
Br -5.569 5.480 3.369
C -3.867 3.226 3.134
H 0.916 -2.881 -4.058
H 6.373 -2.183 -1.504
C 6.181 -2.035 0.629
H 0.283 -4.697 -0.100
H 2.542 2.892 -1.102
C -1.495 -2.360 3.715
C 3.455 -1.853 0.185
N -0.150 0.523 1.747
N -3.263 2.038 -1.660
H -4.935 -3.180 1.360
C -3.977 3.028 -1.102
H 5.771 2.594 0.872
N 1.160 2.397 1.189
H -5.284 4.716 -1.437
H -2.592 1.527 2.894
N -0.343 -3.352 -2.482
C 1.986 -1.830 -0.025
C -0.111 -2.686 -3.760
H -2.446 -3.789 -0.126
C 4.328 -1.975 -0.897
H 3.604 0.224 -0.840
H -4.167 -2.190 0.179
C -1.426 -3.161 -1.718
N -3.225 2.217 1.059
N -4.097 -2.727 1.034
H 1.782 3.112 1.524
C 4.749 2.431 0.534
H 4.414 1.479 0.954
H -3.809 3.230 4.212
H -0.733 -5.835 -1.042
N -2.231 -1.461 1.714
H 5.350 1.706 -1.413
C -4.665 4.115 1.061
H 4.136 3.227 0.963
H -0.788 -3.061 -4.527
Sr -1.934 0.341 -0.216
N 2.870 0.834 -1.184
H 5.697 -1.926 2.714
C -3.192 2.277 2.392
C 1.675 0.327 -1.363
C 4.670 2.450 -0.988
H -0.936 -2.509 4.621
H 7.245 -2.102 0.805
S -2.559 -1.924 -2.096
S -2.876 -3.321 3.359
H 0.214 -4.168 -2.292
S 0.388 1.218 -2.022
C -3.953 2.764 -3.835
C -4.619 4.162 2.445
H -0.257 -1.611 -3.658
H 5.010 3.413 -1.370
C -1.291 -1.446 2.740
H -5.252 4.848 0.532
N -1.600 -3.949 -0.658
C -3.113 -2.407 1.919
H -1.110 -5.482 0.641
C 3.272 2.200 -1.526
H -3.920 2.628 -4.905
H 0.970 -1.060 4.484
H 0.598 2.595 0.375
C 5.692 -2.070 -0.671
Br -5.662 4.972 -4.322
O 1.227 -2.556 0.571

***

14
Properties=species:S:1:pos:R:3 method="wB97M-V/def2-TZVPD" e_tot_ev=-8367.7049 de_lowest_kcal_mol=128.6
C -2.289 -0.328 0.017
H 1.043 -0.628 -1.514
H 2.702 1.369 1.122
H 0.205 -1.172 1.295
O 1.774 1.675 0.842
H -3.014 -1.283 -0.084
H -2.727 0.437 -0.686
H 0.473 1.621 -0.611
H 2.365 -0.715 -0.287
O -1.066 -0.741 -0.546
C 0.107 -0.996 0.228
C 1.364 1.075 -0.349
C 1.327 -0.404 -0.467
H -2.267 0.091 1.040

***

37
Properties=species:S:1:pos:R:3 method="wB97M-V/def2-TZVPD" total_charge=+2 e_tot_ev=-67889.1596
I -3.393 0.383 0.796
C -1.324 -2.548 0.541
H -1.774 -1.449 2.996
N -0.782 -0.030 -1.363
C 0.625 3.540 1.750
H -1.079 -3.128 1.432
H -0.765 -2.943 -0.314
C -0.989 0.911 -3.967
H -0.339 2.790 -3.157
Cl 3.260 -3.551 -0.797
O 1.112 -3.290 2.042
C -1.305 -0.412 -3.667
H 0.981 5.197 0.410
H 0.018 -1.600 3.053
H -0.776 0.001 3.260
H 3.353 -4.108 1.497
C -0.824 -0.970 2.759
H 0.362 3.894 -1.604
H -1.644 -1.102 -4.432
C -0.476 1.259 -1.639
H 0.168 1.680 2.756
Cl 4.548 -2.054 1.355
C 0.326 3.429 -0.626
H -1.440 -1.851 -2.055
H -2.400 -2.555 0.359
C 1.889 -2.563 1.278
H 0.886 4.070 2.659
C 0.228 2.209 1.812
N -0.114 1.504 0.727
H -1.075 1.286 -4.983
C -0.572 1.753 -2.944
C 0.675 4.160 0.503
O 1.463 -1.428 0.715
Ce -0.782 -0.584 0.748
C -0.072 2.094 -0.491
C 3.219 -3.153 0.938
C -1.189 -0.838 -2.350

***

9
Properties=species:S:1:pos:R:3 method="wB97M-V/def2-TZVPD" total_charge=-2 e_tot_ev=-63122.5811 de_lowest_kcal_mol=0.0
Te 2.119 -0.867 -1.092
S -3.252 1.632 -2.055
Te -0.265 -0.465 2.348
Te 2.375 -0.189 2.938
Te 3.270 -1.987 1.111
C -1.899 0.921 -1.338
S -0.561 1.829 -0.784
S -1.781 -0.764 -1.055
Be -0.007 -0.109 -0.072